Formula: C22H14Br2N3O3Re
Source: OMol25
Level of theory: the ωB97M-V functional and the def2-TZVPD basis

Structure (XYZ):
```
45
Properties=species:S:1:pos:R:3:mulliken_spin:R:1
Re -0.29 -0.94 -0.72 0.331
Br -3.55 1.61 -0.12 -0.052
C -2.25 1.95 -1.36 -0.162
C -1.65 3.27 -1.56 0.033
C 0.56 3.58 -1.76 0.051
Br 1.37 5.25 -2.21 0.001
C 1.50 2.43 -1.72 0.196
C 2.83 2.28 -1.95 -0.050
C 3.35 0.96 -2.13 0.320
C 2.54 -0.18 -1.98 0.053
N 1.24 -0.07 -1.75 0.212
C 0.65 1.24 -1.76 -0.011
C -1.63 0.96 -2.14 -0.102
O -1.72 -0.33 -1.95 0.001
H -2.37 4.08 -1.63 -0.012
H 3.49 3.13 -2.04 -0.001
H 4.40 0.82 -2.35 0.002
H 2.97 -1.17 -1.99 0.004
O -1.07 -6.44 4.08 0.000
C -0.49 -6.01 2.97 -0.001
O 0.02 -6.76 2.18 -0.001
C -0.46 -4.51 2.65 -0.001
C 0.15 -4.19 1.44 0.007
C 0.24 -2.87 1.07 -0.002
C -0.30 -1.87 1.90 -0.001
C -0.92 -2.17 3.09 -0.003
C -0.98 -3.51 3.47 0.002
N -0.23 -0.60 1.26 -0.019
C -0.22 0.61 1.72 0.009
C -0.19 1.61 0.68 -0.007
C -0.29 2.97 0.72 0.062
C -0.46 3.74 -0.52 -0.010
C -0.61 3.09 -2.68 -0.015
C -0.44 1.56 -2.84 0.075
N -0.23 1.01 -0.55 0.109
H -1.46 -5.77 4.64 0.000
H 0.56 -4.99 0.84 0.000
H 0.88 -2.61 0.20 -0.004
H -1.38 -1.40 3.71 0.000
H -1.45 -3.74 4.41 0.000
H -0.22 0.84 2.78 -0.002
H -0.31 3.50 1.67 -0.007
H -0.59 4.80 -0.30 -0.002
H -0.76 3.64 -3.61 -0.004
H -0.22 1.18 -3.84 0.001
```

Calculated values
- Total charge: +3
- Electronic energy: -6461.78068 Eh
- 2S+1: 2
- Kohn-Sham gap (alpha / beta): 5.137 / 5.213 eV
- HOMO energy (alpha / beta): -17.8 / -17.8 eV
- ⟨S²⟩: 1.00

=====

Formula: C22H15BF3N3O2RuS3Te
Source: OMol25
Level of theory: the ωB97M-V functional and the def2-TZVPD basis

Structure (XYZ):
```
51
Properties=species:S:1:pos:R:3:mulliken_spin:R:1
Ru 0.01 0.43 -0.21 2.518
F 0.97 -2.30 -6.00 0.000
C 0.88 -1.24 -5.16 0.008
F 0.04 -0.37 -5.73 0.001
F 2.09 -0.68 -5.14 0.000
C 0.41 -1.68 -3.80 -0.052
C -0.01 -2.97 -3.61 0.000
C -0.45 -3.39 -2.36 -0.004
C -0.44 -2.47 -1.33 0.000
N -0.05 -1.22 -1.51 -0.009
C 0.37 -0.76 -2.72 0.063
S 0.76 0.90 -2.73 0.193
H 0.02 -3.67 -4.44 -0.001
H -0.78 -4.40 -2.19 0.000
H -0.76 -2.73 -0.33 0.002
S 0.14 2.51 0.80 0.293
C -1.44 3.16 0.42 0.274
C -1.67 4.50 0.63 -0.070
C -2.93 5.09 0.43 0.346
C -3.10 6.47 0.68 -0.018
N -3.23 7.60 0.90 0.198
C -4.06 4.23 -0.03 0.276
C -3.81 2.89 -0.26 -0.046
C -2.56 2.32 -0.06 0.316
S -2.36 0.63 -0.37 0.478
C -5.36 4.75 -0.22 -0.017
N -6.43 5.16 -0.37 0.142
H -0.85 5.12 0.97 -0.005
H -4.62 2.26 -0.61 -0.013
O 1.54 -1.64 1.42 0.016
B 1.72 -0.64 0.40 -0.036
O 2.95 -0.89 -0.22 -0.071
C 3.48 -2.01 0.36 -0.020
C 4.66 -2.65 0.07 -0.001
C 4.96 -3.78 0.82 0.001
C 4.11 -4.25 1.81 0.000
C 2.91 -3.59 2.10 0.001
C 2.63 -2.47 1.35 0.018
H 5.32 -2.28 -0.71 0.000
H 5.89 -4.32 0.62 0.000
H 4.37 -5.13 2.37 0.000
H 2.23 -3.93 2.87 0.000
C -2.32 1.20 3.18 0.009
Te -1.00 -0.39 2.69 0.199
C 0.66 0.44 3.75 -0.003
H -2.44 1.27 4.26 0.008
H -3.28 0.99 2.71 -0.002
H -1.92 2.13 2.77 -0.001
H 0.32 1.36 4.22 0.002
H 1.45 0.66 3.04 -0.001
H 1.00 -0.27 4.50 0.005
```

Calculated values
- Energy relative to the best compared isomer or geometry (same formula, charge and spin): 3.4 kcal per mole
- Total charge: -1
- Electronic energy: -3044.13174 Eh
- 2S+1: 6
- Kohn-Sham gap (alpha / beta): 4.515 / 5.650 eV
- HOMO energy (alpha / beta): -2.6 / -5.7 eV
- ⟨S²⟩: 8.81